No. 1
Computed, not measured: a cluster of 17 separate species, C57H155N7O29 in total, with wB97M-V/def2-TZVPD.

Values from the calculation:
Calculated total energy in eV: -131414.964
HOMO-LUMO gap in hartree: 0.3259
HOMO energy in eV: -8.7
Spin multiplicity: 1

CARTESIAN COORDINATES (ANGSTROEM)
1 C -5.371 2.292 0.826
2 C -4.094 3.070 1.292
3 O -3.063 3.032 0.345
4 O -6.335 2.142 1.869
5 H -5.092 1.253 0.648
6 H -5.737 2.677 -0.125
7 H -3.733 2.714 2.257
8 H -4.321 4.120 1.478
9 H -2.627 2.179 0.409
10 H -7.094 1.645 1.556
11 C 0.112 2.143 -5.212
12 C 0.006 3.751 -5.154
13 O 0.772 4.233 -4.027
14 O 1.344 1.633 -5.713
15 H -0.759 1.794 -5.767
16 H -0.108 1.744 -4.221
17 H -1.007 4.152 -5.147
18 H 0.672 4.127 -5.930
19 H 1.096 5.116 -4.222
20 H 2.023 1.892 -5.086
21 C -0.230 -3.429 1.831
22 C -1.622 -3.512 1.176
23 O -2.095 -2.304 0.613
24 O -0.374 -2.865 3.112
25 H 0.369 -2.826 1.148
26 H 0.249 -4.408 1.823
27 H -2.321 -3.905 1.913
28 H -1.615 -4.179 0.313
29 H -1.617 -2.245 -0.217
30 H -0.788 -2.003 3.031
31 C -5.438 -0.891 3.833
32 C -4.248 -0.849 2.844
33 O -4.447 -1.692 1.724
34 O -5.095 -0.274 5.033
35 H -5.724 -1.915 4.070
36 H -6.291 -0.406 3.358
37 H -3.306 -1.147 3.303
38 H -4.113 0.182 2.515
39 H -3.591 -1.892 1.337
40 H -5.869 0.172 5.385
41 C 3.093 1.083 -2.807
42 C 2.514 1.739 -1.602
43 O 1.239 2.287 -1.857
44 O 3.359 2.041 -3.837
45 H 2.458 0.301 -3.223
46 H 4.018 0.552 -2.581
47 H 3.216 2.507 -1.280
48 H 2.339 1.028 -0.795
49 H 1.291 2.860 -2.626
50 H 4.224 2.451 -3.775
51 C -2.385 -1.751 -5.648
52 O -1.230 -2.410 -6.221
53 C -0.112 -1.545 -6.441
54 C -0.275 -0.607 -7.591
55 N 0.980 0.080 -7.896
56 C 0.684 1.228 -8.799
57 C 1.988 1.879 -9.140
58 O 1.880 2.795 -10.180
59 C 3.147 3.391 -10.566
60 H -2.833 -0.967 -6.258
61 H -2.125 -1.225 -4.729
62 H -3.212 -2.458 -5.585
63 H 0.763 -2.143 -6.696
64 H 0.146 -1.121 -5.470
65 H -1.076 0.085 -7.329
66 H -0.712 -1.114 -8.452
67 H 1.301 0.483 -7.027
68 H 0.049 2.036 -8.437
69 H 0.252 0.852 -9.727
70 H 2.675 1.079 -9.416
71 H 2.319 2.291 -8.187
72 H 3.639 3.890 -9.731
73 H 2.917 4.226 -11.228
74 H 3.839 2.765 -11.128
75 C 2.123 -3.976 -5.045
76 O 2.340 -4.439 -3.705
77 C 1.816 -5.724 -3.419
78 C 2.056 -6.094 -1.911
79 N 1.144 -7.102 -1.394
80 C 1.319 -8.432 -1.951
81 C 2.333 -9.294 -1.211
82 O 1.840 -9.711 0.038
83 C 2.810 -10.445 0.766
84 H 2.594 -4.594 -5.809
85 H 2.542 -2.970 -5.026
86 H 1.113 -3.999 -5.453
87 H 2.222 -6.552 -3.999
88 H 0.741 -5.673 -3.591
89 H 1.952 -5.253 -1.227
90 H 3.083 -6.451 -1.831
91 H 1.185 -7.194 -0.389
92 H 1.686 -8.340 -2.973
93 H 0.378 -8.971 -2.065
94 H 3.220 -8.670 -1.108
95 H 2.594 -10.181 -1.789
96 H 3.200 -11.292 0.200
97 H 2.236 -10.730 1.648
98 H 3.669 -9.843 1.063
99 C 2.585 2.817 4.410
100 O 3.325 3.895 3.833
101 C 4.047 3.513 2.636
102 C 4.717 4.782 2.050
103 N 5.776 5.378 2.841
104 C 6.191 6.600 2.133
105 C 7.230 7.430 2.964
106 O 8.497 6.867 2.685
107 C 9.280 6.851 3.883
108 H 1.666 2.534 3.896
109 H 2.310 3.156 5.408
110 H 3.220 1.941 4.541
111 H 3.350 3.139 1.887
112 H 4.769 2.745 2.915
113 H 3.951 5.522 1.815
114 H 5.109 4.457 1.086
115 H 5.269 5.594 3.688
116 H 5.310 7.180 1.857
117 H 6.695 6.244 1.235
118 H 6.949 7.312 4.010
119 H 7.157 8.475 2.662
120 H 9.031 6.055 4.584
121 H 9.179 7.744 4.500
122 H 10.300 6.646 3.556
123 C -0.210 -3.002 -2.317
124 O -1.065 -2.008 -1.776
125 C -0.600 -0.716 -1.976
126 C -1.528 0.343 -1.416
127 N -1.650 0.333 0.060
128 C -0.366 0.432 0.716
129 C -0.574 0.839 2.179
130 O -0.892 -0.247 3.062
131 C -1.048 0.210 4.443
132 H 0.851 -2.803 -2.162
133 H -0.403 -3.083 -3.386
134 H -0.422 -3.981 -1.887
135 H -0.440 -0.539 -3.040
136 H 0.351 -0.636 -1.449
137 H -2.490 0.254 -1.919
138 H -1.050 1.273 -1.723
139 H -2.065 -0.536 0.364
140 H 0.255 1.168 0.204
141 H 0.135 -0.534 0.652
142 H -1.198 1.731 2.245
143 H 0.346 1.324 2.502
144 H -1.780 1.016 4.397
145 H -0.088 0.603 4.778
146 H -1.242 -0.682 5.040
147 C 3.984 5.719 9.581
148 O 2.676 5.463 9.067
149 C 2.210 4.162 9.471
150 C 0.732 3.948 8.993
151 N 0.615 3.938 7.504
152 C -0.713 3.922 7.028
153 C -0.568 4.193 5.537
154 O -1.855 4.315 4.979
155 C -1.967 4.941 3.721
156 H 4.703 5.075 9.075
157 H 4.061 5.674 10.667
158 H 4.258 6.756 9.387
159 H 2.247 3.961 10.542
160 H 2.797 3.360 9.024
161 H 0.131 4.721 9.472
162 H 0.281 3.012 9.324
163 H 1.068 4.785 7.190
164 H -1.434 4.586 7.504
165 H -1.117 2.920 7.170
166 H -0.091 3.377 4.995
167 H -0.067 5.154 5.420
168 H -1.057 4.897 3.124
169 H -2.252 5.971 3.937
170 H -2.762 4.460 3.151
171 C -9.707 -1.945 -5.284
172 O -8.419 -1.465 -4.979
173 C -8.489 -0.288 -4.171
174 C -7.052 0.363 -4.139
175 N -5.965 -0.572 -4.040
176 C -5.740 -0.943 -2.599
177 C -4.500 -1.889 -2.393
178 O -4.921 -3.232 -2.664
179 C -3.883 -4.188 -2.538
180 H -10.165 -2.220 -4.333
181 H -9.569 -2.792 -5.956
182 H -10.350 -1.175 -5.709
183 H -8.928 -0.533 -3.204
184 H -9.274 0.380 -4.525
185 H -6.980 1.207 -3.453
186 H -7.008 0.910 -5.081
187 H -6.334 -1.425 -4.435
188 H -6.577 -1.467 -2.137
189 H -5.661 0.005 -2.066
190 H -4.076 -1.842 -1.390
191 H -3.718 -1.606 -3.098
192 H -4.109 -5.182 -2.921
193 H -3.503 -4.319 -1.524
194 H -2.960 -3.871 -3.023
195 C 4.971 -0.094 3.265
196 O 3.602 -0.016 2.995
197 C 2.730 -0.975 3.593
198 C 2.947 -2.359 2.873
199 N 2.983 -2.259 1.379
200 C 3.710 -3.416 0.760
201 C 3.903 -3.340 -0.814
202 O 4.913 -2.450 -1.343
203 C 5.007 -2.406 -2.791
204 H 5.224 -0.466 4.258
205 H 5.497 0.813 2.970
206 H 5.420 -0.838 2.607
207 H 1.724 -0.594 3.420
208 H 2.947 -1.233 4.630
209 H 2.200 -3.035 3.290
210 H 3.863 -2.829 3.229
211 H 3.374 -1.390 1.045
212 H 3.161 -4.331 0.982
213 H 4.723 -3.497 1.156
214 H 2.955 -3.218 -1.337
215 H 4.199 -4.336 -1.142
216 H 5.673 -1.612 -3.129
217 H 4.012 -2.215 -3.192
218 H 5.465 -3.327 -3.152
219 C -0.941 5.041 -1.097
220 O -1.229 5.021 0.254
221 H -0.195 5.817 -1.272
222 H -0.599 4.055 -1.410
223 H -1.869 5.221 -1.640
224 H -2.002 4.459 0.340
225 C -0.215 0.275 8.116
226 O 0.939 1.045 7.672
227 H -0.989 0.339 7.350
228 H 0.132 -0.758 8.109
229 H -0.574 0.490 9.122
230 H 0.744 1.984 7.707
231 C -3.986 2.468 -3.007
232 O -3.918 1.720 -4.223
233 H -3.001 2.676 -2.590
234 H -4.738 3.248 -3.130
235 H -4.337 1.695 -2.324
236 H -4.404 0.893 -4.243
237 C -2.851 -2.068 7.816
238 O -4.108 -1.857 7.138
239 H -1.951 -2.013 7.204
240 H -2.685 -1.408 8.667
241 H -2.870 -3.092 8.188
242 H -3.945 -1.243 6.419
243 C -2.212 -6.949 -1.392
244 O -1.448 -6.433 -2.452
245 H -3.254 -7.113 -1.668
246 H -1.799 -7.920 -1.118
247 H -2.161 -6.322 -0.501
248 H -0.547 -6.683 -2.235

---

No. 2
Computed, not measured: a cluster of 10 separate species, C57H40BrCl18F3N5O2S in total, with wB97M-V/def2-TZVPD.

Values from the calculation:
Calculated total energy in eV: -385728.913
HOMO-LUMO gap in hartree: 0.1954
Charge: +1
HOMO energy in eV: -10.0
Spin multiplicity: 1

CARTESIAN COORDINATES (ANGSTROEM)
1 N -1.763 6.398 -3.551
2 N -0.651 5.702 -3.006
3 C -0.326 4.437 -3.327
4 N 0.652 3.713 -2.821
5 C 0.637 2.524 -3.384
6 N -0.355 2.484 -4.262
7 N -0.973 3.673 -4.258
8 Br -2.374 3.926 -5.440
9 S 0.328 6.525 -1.878
10 O 1.696 6.256 -2.122
11 O -0.017 7.904 -1.891
12 C -0.065 5.862 -0.180
13 F 0.022 4.543 -0.176
14 F -1.269 6.263 0.196
15 F 0.844 6.372 0.629
16 H -2.580 5.816 -3.384
17 H -1.925 7.238 -3.000
18 H 1.317 1.725 -3.154
19 H -0.638 1.711 -4.856
20 Cl 0.335 0.371 -6.706
21 C 1.874 0.985 -7.225
22 C 2.675 0.244 -8.080
23 Cl 2.181 -1.299 -8.666
24 C 3.907 0.747 -8.476
25 C 4.333 1.984 -8.021
26 C 3.527 2.727 -7.169
27 C 2.299 2.226 -6.773
28 H 4.533 0.169 -9.140
29 H 5.294 2.369 -8.333
30 H 3.855 3.694 -6.815
31 H 1.672 2.805 -6.110
32 Cl -1.952 2.850 2.465
33 C -2.375 3.944 3.742
34 C -2.974 3.484 4.908
35 Cl -3.315 1.808 5.150
36 C -3.314 4.382 5.910
37 C -3.053 5.733 5.752
38 C -2.447 6.190 4.590
39 C -2.111 5.296 3.588
40 H -3.784 4.024 6.815
41 H -3.320 6.428 6.536
42 H -2.237 7.243 4.464
43 H -1.642 5.652 2.683
44 Cl 1.530 4.865 4.431
45 C 1.617 4.601 6.141
46 C 2.822 4.684 6.823
47 Cl 4.293 5.069 6.006
48 C 2.856 4.455 8.191
49 C 1.691 4.145 8.873
50 C 0.486 4.066 8.188
51 C 0.451 4.293 6.823
52 H 3.795 4.517 8.722
53 H 1.724 3.965 9.938
54 H -0.426 3.826 8.717
55 H -0.485 4.230 6.287
56 Cl 7.388 6.731 3.533
57 C 6.285 8.043 3.323
58 C 6.672 9.359 3.529
59 Cl 8.285 9.765 3.994
60 C 5.752 10.385 3.360
61 C 4.451 10.097 2.984
62 C 4.065 8.780 2.775
63 C 4.981 7.756 2.945
64 H 6.055 11.409 3.522
65 H 3.739 10.901 2.856
66 H 3.050 8.551 2.480
67 H 4.682 6.730 2.785
68 Cl 2.069 -1.091 -4.249
69 C 3.760 -1.460 -4.378
70 C 4.298 -2.584 -3.770
71 Cl 3.313 -3.675 -2.862
72 C 5.655 -2.847 -3.887
73 C 6.468 -1.992 -4.611
74 C 5.927 -0.869 -5.222
75 C 4.573 -0.604 -5.104
76 H 6.075 -3.722 -3.412
77 H 7.525 -2.202 -4.697
78 H 6.559 -0.200 -5.790
79 H 4.150 0.271 -5.579
80 Cl 3.158 -2.382 5.103
81 C 2.079 -1.064 4.814
82 C 2.462 0.251 5.039
83 Cl 4.043 0.653 5.610
84 C 1.565 1.282 4.803
85 C 0.290 1.005 4.341
86 C -0.091 -0.309 4.108
87 C 0.802 -1.341 4.345
88 H 1.863 2.304 4.977
89 H -0.409 1.811 4.158
90 H -1.086 -0.530 3.744
91 H 0.507 -2.365 4.168
92 Cl -2.988 -5.950 -0.506
93 C -1.313 -6.374 -0.595
94 C -0.812 -7.508 0.026
95 Cl -1.833 -8.572 0.923
96 C 0.540 -7.807 -0.066
97 C 1.389 -6.977 -0.777
98 C 0.886 -5.845 -1.402
99 C -0.461 -5.545 -1.310
100 H 0.929 -8.690 0.421
101 H 2.442 -7.214 -0.844
102 H 1.542 -5.193 -1.962
103 H -0.854 -4.663 -1.796
104 Cl -9.751 -8.571 1.385
105 C -8.080 -9.007 1.290
106 C -7.592 -10.151 1.903
107 Cl -8.625 -11.215 2.789
108 C -6.242 -10.462 1.808
109 C -5.384 -9.635 1.102
110 C -5.873 -8.492 0.484
111 C -7.219 -8.181 0.581
112 H -5.863 -11.353 2.287
113 H -4.335 -9.884 1.031
114 H -5.210 -7.847 -0.071
115 H -7.604 -7.291 0.101
116 Cl -4.329 -8.358 -2.228
117 C -5.456 -9.023 -3.366
118 C -5.095 -9.245 -4.687
119 Cl -3.505 -8.882 -5.264
120 C -6.018 -9.772 -5.578
121 C -7.299 -10.079 -5.152
122 C -7.658 -9.862 -3.829
123 C -6.738 -9.335 -2.939
124 H -5.735 -9.942 -6.607
125 H -8.015 -10.489 -5.850
126 H -8.656 -10.104 -3.490
127 H -7.019 -9.167 -1.910

---

No. 3
Computed, not measured: a structure of composition C57H44N7O3SV, with wB97M-V/def2-TZVPD.

Values from the calculation:
Calculated total energy in eV: -112910.164
HOMO-LUMO gap (spin up / spin down) in hartree: 0.2004 / 0.1977
HOMO energy (spin up / spin down) in eV: -6.4 / -6.4
Spin multiplicity: 3
⟨S²⟩: 2.054

CARTESIAN COORDINATES (ANGSTROEM)
1 V -0.375 0.301 0.412
2 C -0.783 3.542 7.435
3 C 0.309 2.894 6.882
4 C 0.251 2.425 5.582
5 C -0.905 2.582 4.822
6 C -1.986 3.256 5.375
7 C -1.923 3.732 6.673
8 C -0.924 2.018 3.450
9 C -1.570 0.809 3.229
10 C -2.482 0.216 4.152
11 C -2.879 -0.961 3.604
12 C -2.176 -1.100 2.368
13 C -2.221 -2.305 1.634
14 C -3.195 -3.322 2.121
15 C -2.817 -4.309 3.023
16 C -3.751 -5.209 3.507
17 C -5.072 -5.126 3.100
18 C -5.455 -4.144 2.201
19 C -4.522 -3.246 1.712
20 C -1.468 -2.606 0.531
21 N -0.630 -1.782 -0.151
22 C -0.285 -2.411 -1.331
23 C 0.309 -1.933 -2.451
24 C -0.128 -2.279 -3.859
25 C 1.011 -2.910 -4.702
26 C 0.876 -3.345 -6.156
27 C -0.130 -2.575 -6.938
28 C -1.928 -0.868 -5.984
29 C -1.159 -0.504 -4.718
30 C -0.418 0.271 -2.047
31 C 2.041 1.169 -3.403
32 C 1.417 2.251 -2.952
33 C 0.820 2.217 -1.614
34 N 0.068 1.184 -1.168
35 C 1.102 3.274 -0.781
36 C 0.642 3.284 0.554
37 C 0.878 4.362 1.451
38 C 0.343 3.995 2.649
39 C -0.225 2.702 2.458
40 N -0.033 2.274 1.170
41 C 1.902 4.415 -1.275
42 C 1.327 5.675 -1.408
43 C 2.081 6.748 -1.845
44 C 3.418 6.576 -2.162
45 C 3.993 5.320 -2.057
46 C 3.239 4.244 -1.625
47 C -0.802 -3.820 -1.352
48 C -1.570 -3.950 -0.119
49 N -1.401 -0.007 2.130
50 H -0.745 3.895 8.455
51 H 1.207 2.752 7.465
52 H 1.109 1.928 5.152
53 H -2.873 3.407 4.778
54 H -2.771 4.254 7.093
55 H -2.795 0.647 5.084
56 H -3.580 -1.669 4.001
57 H -1.789 -4.364 3.352
58 H -3.450 -5.973 4.210
59 H -5.802 -5.828 3.477
60 H -6.484 -4.074 1.881
61 H -4.815 -2.477 1.013
62 H 1.688 -3.526 -4.113
63 H 1.281 -4.281 -6.508
64 H -0.102 -2.901 -7.977
65 H -2.529 -0.134 -6.495
66 H -1.531 0.428 -4.293
67 H 2.606 1.140 -4.325
68 H 1.483 3.196 -3.463
69 H 1.382 5.276 1.203
70 H 0.314 4.560 3.561
71 H 0.281 5.804 -1.173
72 H 1.623 7.720 -1.947
73 H 4.010 7.419 -2.489
74 H 5.031 5.181 -2.319
75 H 3.683 3.261 -1.554
76 H -0.249 -4.607 -1.845
77 H -1.690 -4.854 0.461
78 C 2.537 -0.330 0.310
79 C 3.936 -0.695 0.870
80 N 3.835 -1.068 2.269
81 C 3.364 0.069 3.034
82 C 2.018 0.574 2.456
83 N 1.547 -0.329 1.395
84 C 1.473 -1.683 1.968
85 C 2.883 -2.151 2.409
86 H 2.221 -1.051 -0.450
87 H 2.551 0.666 -0.143
88 H 4.623 0.151 0.798
89 H 4.374 -1.533 0.323
90 H 4.125 0.851 2.992
91 H 3.259 -0.242 4.076
92 H 2.141 1.570 2.029
93 H 1.247 0.615 3.229
94 H 1.075 -2.364 1.216
95 H 0.779 -1.657 2.813
96 H 3.231 -2.986 1.797
97 H 2.880 -2.475 3.452
98 O 1.939 -0.023 -2.711
99 C 0.610 -0.508 -2.855
100 N -1.670 -0.017 -1.993
101 S -2.465 -1.440 -2.464
102 O -3.778 -1.005 -2.899
103 O -2.202 -3.929 -1.379
104 C -1.597 -1.840 -4.086
105 C -2.357 -2.189 -5.347
106 C -1.528 -2.160 -6.606
107 C 1.186 -1.923 -6.614
108 C 1.417 -1.489 -5.167
109 C 0.282 -0.864 -4.335
110 H -3.324 -2.664 -5.341
111 H -2.169 -2.398 -7.453
112 H 1.830 -1.582 -7.412
113 H 2.420 -1.107 -4.991